# 1
103
Properties=species:S:1:pos:R:3 method="wB97M-V/def2-TZVPD" relative_energy_kcal_mol=40.4 spin_multiplicity=1 molar_mass_g_mol=1280.06 total_charge=-1 max_force_ev_per_a=2.72
Hf -1.43 1.23 0.13
C 2.05 1.39 -5.19
C 1.16 2.02 -4.14
C 1.49 3.21 -3.51
C 0.76 3.67 -2.43
C -0.31 2.94 -1.89
N -0.87 3.15 -0.63
C -0.24 3.81 0.46
C 1.10 4.18 0.51
C 1.68 4.75 1.64
C 0.93 5.00 2.77
C 1.52 5.64 4.00
C -0.40 4.59 2.75
C -1.00 3.99 1.66
C -2.44 3.42 1.78
O -2.50 2.05 1.52
C -3.42 4.24 0.78
F -4.43 4.87 1.44
F -3.99 3.45 -0.11
F -2.75 5.21 0.13
C -3.05 3.53 3.21
F -4.27 2.99 3.24
F -2.30 2.84 4.08
F -3.15 4.79 3.67
C -0.83 1.90 -2.74
C -0.05 1.44 -3.79
C -2.31 1.46 -2.59
O -2.72 1.19 -1.30
C -3.18 2.62 -3.19
F -2.93 3.78 -2.60
F -4.48 2.38 -3.08
F -2.90 2.76 -4.50
C -2.67 0.14 -3.38
F -2.47 0.20 -4.71
F -3.96 -0.17 -3.20
F -1.94 -0.87 -2.91
H 2.75 2.12 -5.60
H 1.47 0.97 -6.01
H 2.64 0.58 -4.76
H 2.34 3.79 -3.86
H 1.01 4.63 -1.98
H 1.74 3.97 -0.33
H 2.74 4.99 1.63
H 2.55 5.98 3.82
H 1.55 4.93 4.84
H 0.93 6.50 4.33
H -0.97 4.75 3.66
H -0.39 0.60 -4.38
Br 2.10 1.64 3.85
C 3.00 1.58 2.19
C 4.36 1.86 2.24
C 5.12 1.89 1.08
C 4.52 1.64 -0.15
C 3.17 1.35 -0.19
C 2.40 1.30 0.97
C 0.94 1.04 0.75
O 0.06 1.17 1.64
O 0.54 0.69 -0.42
H 4.82 2.07 3.20
H 6.18 2.10 1.14
H 5.11 1.67 -1.06
H 2.67 1.17 -1.14
C -3.30 -4.89 1.80
Si -1.46 -4.67 2.09
C -1.21 -3.86 3.76
C -0.70 -6.39 2.18
Si -0.60 -3.24 0.44
Te -2.06 -1.27 0.89
Si 1.69 -3.06 0.77
C 2.09 -2.19 2.37
C 2.55 -2.17 -0.65
C 2.48 -4.77 0.85
Si -0.90 -4.18 -1.67
C -2.71 -4.14 -2.13
C -0.37 -5.99 -1.65
C 0.11 -3.37 -3.02
H -3.78 -5.35 2.67
H -3.49 -5.52 0.92
H -3.76 -3.91 1.63
H -1.83 -4.35 4.53
H -1.50 -2.81 3.71
H -0.17 -3.91 4.09
H -1.25 -6.99 2.92
H 0.35 -6.35 2.49
H -0.75 -6.90 1.22
H 1.49 -1.28 2.49
H 3.15 -1.91 2.41
H 1.86 -2.83 3.23
H 1.94 -1.35 -1.02
H 2.72 -2.86 -1.48
H 3.52 -1.78 -0.32
H 1.89 -5.46 1.47
H 3.49 -4.70 1.27
H 2.56 -5.22 -0.15
H -3.29 -4.85 -1.52
H -2.86 -4.40 -3.19
H -3.13 -3.14 -1.96
H -0.89 -6.55 -0.86
H 0.71 -6.08 -1.47
H -0.59 -6.46 -2.61
H -0.04 -2.29 -3.05
H -0.18 -3.79 -3.99
H 1.18 -3.55 -2.87

# 2
88
Properties=species:S:1:pos:R:3 method="wB97M-V/def2-TZVPD" relative_energy_kcal_mol=0.0 spin_multiplicity=2 molar_mass_g_mol=761.52 s_squared=0.76 total_charge=+1 max_force_ev_per_a=4.15
Ca 12.26 12.46 8.91
C 7.09 13.85 8.08
C 7.78 13.66 9.42
C 7.71 12.19 9.86
C 9.20 14.10 9.45
C 9.81 14.76 8.36
C 11.15 15.13 8.37
C 11.88 15.03 9.56
C 13.24 15.67 9.72
C 11.32 14.37 10.66
C 9.99 13.93 10.61
H 6.01 13.67 8.27
H 7.46 13.09 7.34
H 7.21 14.85 7.69
H 7.27 14.26 10.20
H 8.27 11.63 9.09
H 6.70 11.77 9.86
H 8.24 11.95 10.80
H 9.20 14.94 7.46
H 11.59 15.47 7.43
H 13.58 16.03 8.72
H 13.99 14.95 10.09
H 13.26 16.50 10.48
H 11.88 14.24 11.58
H 9.56 13.37 11.43
C 12.89 7.16 8.16
C 11.79 8.09 7.71
N 10.51 7.83 7.71
N 9.93 8.99 7.33
C 10.76 10.01 7.17
S 10.31 11.59 6.74
N 12.01 9.45 7.39
N 13.19 10.22 7.61
H 13.08 6.42 7.35
H 12.43 6.67 9.02
H 13.84 7.63 8.35
H 8.94 9.04 7.02
H 13.84 9.60 8.10
H 13.62 10.36 6.68
C 15.56 9.31 16.34
C 15.68 9.86 14.96
C 15.02 11.05 14.56
C 15.01 11.55 13.30
C 14.19 12.79 13.01
C 15.83 10.94 12.33
Te 16.52 12.01 10.58
N 14.80 12.53 9.36
C 14.76 12.93 8.12
O 13.61 13.23 7.58
C 15.88 13.05 7.12
C 15.60 13.96 6.05
C 16.45 14.05 4.97
C 17.68 13.41 5.00
C 18.01 12.62 6.09
C 17.08 12.43 7.14
C 17.35 13.93 11.18
C 16.54 14.93 11.67
C 17.11 16.07 12.28
C 18.47 16.18 12.41
C 19.32 15.25 11.84
C 18.75 14.11 11.20
C 19.66 13.20 10.45
C 16.35 9.59 12.63
C 16.95 8.72 11.55
C 16.28 9.14 13.92
H 16.34 9.68 17.03
H 15.74 8.19 16.34
H 14.59 9.51 16.76
H 14.54 11.59 15.40
H 13.10 12.64 13.20
H 14.26 12.99 11.94
H 14.58 13.62 13.64
H 14.80 14.70 6.12
H 16.21 14.73 4.10
H 18.34 13.47 4.13
H 18.95 12.09 6.07
H 17.39 11.74 7.91
H 15.46 14.85 11.57
H 16.47 16.86 12.64
H 18.93 16.99 12.94
H 20.42 15.33 11.83
H 20.70 13.48 10.71
H 19.50 13.30 9.37
H 19.48 12.18 10.78
H 17.79 9.26 11.07
H 16.20 8.55 10.78
H 17.29 7.77 12.01
H 16.80 8.21 14.18

Repeat the second record exactly.
88
Properties=species:S:1:pos:R:3 method="wB97M-V/def2-TZVPD" relative_energy_kcal_mol=0.0 spin_multiplicity=2 molar_mass_g_mol=761.52 s_squared=0.76 total_charge=+1 max_force_ev_per_a=4.15
Ca 12.26 12.46 8.91
C 7.09 13.85 8.08
C 7.78 13.66 9.42
C 7.71 12.19 9.86
C 9.20 14.10 9.45
C 9.81 14.76 8.36
C 11.15 15.13 8.37
C 11.88 15.03 9.56
C 13.24 15.67 9.72
C 11.32 14.37 10.66
C 9.99 13.93 10.61
H 6.01 13.67 8.27
H 7.46 13.09 7.34
H 7.21 14.85 7.69
H 7.27 14.26 10.20
H 8.27 11.63 9.09
H 6.70 11.77 9.86
H 8.24 11.95 10.80
H 9.20 14.94 7.46
H 11.59 15.47 7.43
H 13.58 16.03 8.72
H 13.99 14.95 10.09
H 13.26 16.50 10.48
H 11.88 14.24 11.58
H 9.56 13.37 11.43
C 12.89 7.16 8.16
C 11.79 8.09 7.71
N 10.51 7.83 7.71
N 9.93 8.99 7.33
C 10.76 10.01 7.17
S 10.31 11.59 6.74
N 12.01 9.45 7.39
N 13.19 10.22 7.61
H 13.08 6.42 7.35
H 12.43 6.67 9.02
H 13.84 7.63 8.35
H 8.94 9.04 7.02
H 13.84 9.60 8.10
H 13.62 10.36 6.68
C 15.56 9.31 16.34
C 15.68 9.86 14.96
C 15.02 11.05 14.56
C 15.01 11.55 13.30
C 14.19 12.79 13.01
C 15.83 10.94 12.33
Te 16.52 12.01 10.58
N 14.80 12.53 9.36
C 14.76 12.93 8.12
O 13.61 13.23 7.58
C 15.88 13.05 7.12
C 15.60 13.96 6.05
C 16.45 14.05 4.97
C 17.68 13.41 5.00
C 18.01 12.62 6.09
C 17.08 12.43 7.14
C 17.35 13.93 11.18
C 16.54 14.93 11.67
C 17.11 16.07 12.28
C 18.47 16.18 12.41
C 19.32 15.25 11.84
C 18.75 14.11 11.20
C 19.66 13.20 10.45
C 16.35 9.59 12.63
C 16.95 8.72 11.55
C 16.28 9.14 13.92
H 16.34 9.68 17.03
H 15.74 8.19 16.34
H 14.59 9.51 16.76
H 14.54 11.59 15.40
H 13.10 12.64 13.20
H 14.26 12.99 11.94
H 14.58 13.62 13.64
H 14.80 14.70 6.12
H 16.21 14.73 4.10
H 18.34 13.47 4.13
H 18.95 12.09 6.07
H 17.39 11.74 7.91
H 15.46 14.85 11.57
H 16.47 16.86 12.64
H 18.93 16.99 12.94
H 20.42 15.33 11.83
H 20.70 13.48 10.71
H 19.50 13.30 9.37
H 19.48 12.18 10.78
H 17.79 9.26 11.07
H 16.20 8.55 10.78
H 17.29 7.77 12.01
H 16.80 8.21 14.18